{
  "formula": "C7H15NO7PS2",
  "method": "ωB97M-V with the def2-TZVPD basis set",
  "species": ["C", "C", "C", "O", "C", "O", "C", "S", "N", "P", "O", "O", "O", "C", "O", "C", "S", "H", "H", "H", "H", "H", "H", "H", "H", "H", "H", "H", "H", "H", "O", "H", "H"],
  "positions_angstrom": [[0.23, 1.19, 3.16], [-0.59, 1.83, 1.85], [-2.04, 1.07, 1.83], [-2.51, 0.62, 0.52], [-2.33, -0.84, 0.38], [-3.09, -1.78, 0.93], [-1.07, -1.32, -0.62], [-1.47, -2.88, -1.58], [0.03, -3.67, -1.99], [1.36, -2.50, -2.16], [1.40, -1.83, -3.77], [2.89, -3.30, -1.91], [0.27, 1.59, 0.69], [-0.05, 2.41, -0.47], [0.22, 1.86, -1.68], [-0.63, 3.94, -0.50], [0.72, 5.01, -1.32], [0.06, 0.03, 3.28], [0.01, 1.81, 4.13], [1.38, 1.34, 2.90], [-0.78, 2.95, 2.13], [-1.98, 0.11, 2.52], [-2.87, 1.76, 2.34], [-0.96, -0.45, -1.40], [-0.13, -1.39, 0.08], [2.27, -1.34, -3.94], [3.62, -2.74, -2.34], [-0.82, 4.43, 0.54], [-1.54, 3.98, -1.24], [1.91, 4.22, -1.16], [1.82, -5.51, -0.50], [2.36, -4.88, -0.99], [2.34, -5.71, 0.29]],
  "nbo_charge": [-0.648, 0.064, -0.106, -0.577, 0.797, -0.579, -0.706, 0.345, -1.189, 1.304, -1.038, -1.062, -0.504, 0.759, -0.548, -0.614, -0.072, 0.234, 0.215, 0.232, 0.179, 0.205, 0.194, 0.247, 0.257, 0.457, 0.482, 0.235, 0.279, 0.166, -0.941, 0.493, 0.439],
  "spin_multiplicity": 1,
  "total_charge": -1,
  "orbital_gap_ev": 4.78,
  "total_energy_ha": -1994.7138
}

---

{
  "formula": "C7H15NOSi",
  "method": "ωB97M-V with the def2-TZVPD basis set",
  "species": ["C", "C", "C", "C", "C", "C", "C", "N", "O", "Si", "H", "H", "H", "H", "H", "H", "H", "H", "H", "H", "H", "H", "H", "H", "H"],
  "positions_angstrom": [[1.99, -0.38, -0.42], [1.26, 0.11, -1.45], [2.10, 0.27, 0.87], [1.34, 0.03, -3.96], [-2.82, 1.06, 2.55], [-1.14, -0.54, 0.73], [0.78, -0.54, -2.70], [2.31, 0.90, 1.84], [-0.89, -0.77, 3.67], [-1.11, 0.32, 2.48], [2.77, -1.20, -0.41], [0.72, 1.03, -1.07], [1.53, 1.18, -3.86], [2.39, -0.32, -4.14], [0.64, -0.14, -4.87], [-3.33, 1.38, 1.70], [-3.55, 0.35, 2.94], [-2.82, 1.85, 3.26], [-2.14, -0.83, 0.53], [-0.64, 0.01, -0.04], [-0.76, -1.60, 0.95], [-0.33, -0.44, -2.71], [0.99, -1.62, -2.53], [0.84, 1.27, 2.80], [-0.12, -1.37, 3.85]],
  "nbo_charge": [-0.334, -0.079, 0.280, -0.609, -1.156, -1.139, -0.468, -0.334, -1.146, 1.641, 0.240, 0.207, 0.214, 0.218, 0.224, 0.243, 0.249, 0.239, 0.232, 0.226, 0.231, 0.230, 0.219, -0.151, 0.524],
  "spin_multiplicity": 1,
  "total_charge": 0,
  "orbital_gap_ev": 7.79,
  "total_energy_ha": -695.0819
}

---

{
  "formula": "C7H15NS",
  "method": "ωB97M-V with the def2-TZVPD basis set",
  "species": ["C", "C", "C", "C", "C", "C", "C", "N", "S", "H", "H", "H", "H", "H", "H", "H", "H", "H", "H", "H", "H", "H", "H", "H"],
  "positions_angstrom": [[1.90, -1.39, 2.02], [1.78, -2.70, -0.79], [-1.66, 1.95, -0.56], [-0.52, 2.06, 0.48], [-1.46, 0.83, -1.54], [0.24, 0.80, 0.96], [-1.04, -0.48, -0.77], [0.27, -0.14, -0.12], [1.49, -1.30, 0.08], [1.07, -1.86, 2.54], [2.69, -2.22, 1.89], [1.16, -3.51, -0.33], [1.46, -2.69, -1.77], [-2.59, 1.89, 0.02], [-1.64, 2.84, -1.05], [0.26, 2.85, 0.25], [-0.94, 2.52, 1.46], [-2.39, 0.66, -2.06], [-0.69, 1.03, -2.28], [1.26, 0.93, 1.28], [-0.28, 0.38, 1.87], [-1.78, -0.64, 0.10], [-1.01, -1.40, -1.49], [2.43, -0.39, -0.21]],
  "nbo_charge": [-0.881, -0.920, -0.405, -0.412, -0.404, -0.236, -0.225, -0.667, 1.205, 0.170, 0.182, 0.224, 0.202, 0.204, 0.215, 0.208, 0.211, 0.211, 0.210, 0.243, 0.179, 0.183, 0.230, 0.073],
  "spin_multiplicity": 1,
  "total_charge": 0,
  "orbital_gap_ev": 8.32,
  "total_energy_ha": -728.3844
}

---

{
  "formula": "C7H15O6Sn",
  "method": "ωB97M-V with the def2-TZVPD basis set",
  "species": ["Sn", "O", "C", "O", "O", "H", "C", "O", "C", "C", "O", "C", "C", "O", "C", "H", "H", "H", "H", "H", "H", "H", "H", "H", "H", "H", "H", "H", "H"],
  "positions_angstrom": [[-10.19, 4.19, -12.31], [-11.56, 7.71, -9.05], [-10.93, 6.59, -8.94], [-10.91, 5.96, -10.01], [-10.18, 6.26, -7.91], [-11.48, 7.38, -9.95], [-8.12, 7.21, -13.76], [-9.45, 6.99, -13.29], [-10.38, 8.03, -13.74], [-11.83, 7.51, -13.35], [-12.05, 6.09, -13.65], [-12.30, 5.93, -15.03], [-12.88, 4.55, -15.18], [-12.04, 3.63, -14.58], [-12.13, 2.26, -15.04], [-7.70, 8.11, -13.31], [-8.06, 7.39, -14.83], [-7.43, 6.41, -13.51], [-10.35, 8.31, -14.79], [-10.20, 8.97, -13.21], [-12.69, 8.15, -13.53], [-11.79, 7.53, -12.26], [-11.30, 5.93, -15.47], [-12.93, 6.67, -15.53], [-12.97, 4.36, -16.25], [-13.85, 4.35, -14.71], [-12.45, 2.16, -16.08], [-12.88, 1.75, -14.42], [-11.09, 1.95, -14.92]],
  "nbo_charge": [1.696, -0.642, 0.905, -0.899, -0.672, 0.481, -0.265, -0.595, -0.101, -0.109, -0.580, -0.091, -0.083, -0.611, -0.251, 0.203, 0.191, 0.193, 0.193, 0.216, 0.225, 0.213, 0.178, 0.216, 0.193, 0.198, 0.208, 0.201, 0.188],
  "spin_multiplicity": 1,
  "total_charge": 1,
  "orbital_gap_ev": 3.56,
  "total_energy_ha": -940.9795
}

---

{
  "formula": "C7H15OP",
  "method": "ωB97M-V with the def2-TZVPD basis set",
  "species": ["C", "C", "C", "C", "C", "C", "C", "O", "P", "H", "H", "H", "H", "H", "H", "H", "H", "H", "H", "H", "H", "H", "H", "H"],
  "positions_angstrom": [[1.90, 2.15, -0.28], [0.54, 2.61, -0.94], [1.92, 0.66, 0.00], [-1.10, -1.01, -1.32], [0.03, -2.18, 0.57], [-2.12, -0.81, 1.01], [-0.82, -0.98, 0.20], [0.14, 0.83, 2.13], [0.09, 0.59, 0.70], [2.77, 2.57, -0.89], [1.88, 2.54, 0.76], [0.20, 3.59, -0.65], [0.28, 2.26, -1.92], [2.19, -0.06, -0.84], [2.67, 0.41, 0.82], [-1.67, -1.90, -1.42], [-1.79, -0.23, -1.64], [-0.20, -1.01, -1.83], [0.88, -2.18, 0.02], [-0.71, -3.11, 0.28], [0.28, -2.29, 1.58], [-1.80, -0.64, 2.01], [-2.76, -0.07, 0.50], [-2.82, -1.74, 1.16]],
  "nbo_charge": [-0.486, -0.436, -0.740, -0.609, -0.595, -0.641, -0.358, -1.087, 1.715, 0.221, 0.225, 0.199, 0.186, 0.220, 0.234, 0.214, 0.217, 0.209, 0.207, 0.205, 0.224, 0.241, 0.221, 0.213],
  "spin_multiplicity": 1,
  "total_charge": 0,
  "orbital_gap_ev": [7.95, 7.95],
  "total_energy_ha": -692.2017
}

---

{
  "formula": "C7H16BrClNO2",
  "method": "ωB97M-V with the def2-TZVPD basis set",
  "species": ["C", "C", "C", "Br", "C", "C", "O", "C", "O", "C", "N", "H", "H", "H", "H", "H", "H", "H", "H", "H", "H", "H", "H", "H", "H", "H", "H", "Cl"],
  "positions_angstrom": [[-1.66, 2.94, -0.50], [-1.11, 1.63, 0.05], [-0.64, 0.64, -1.01], [0.49, 1.45, -2.38], [-0.02, -0.62, -0.41], [1.44, -0.50, 0.00], [1.52, 0.19, 1.24], [2.49, -0.34, 2.11], [-0.18, -1.68, -1.35], [-0.26, -2.97, -0.80], [-1.44, -3.21, 0.03], [-2.03, 3.56, 0.31], [-0.91, 3.55, -1.03], [-2.51, 2.74, -1.16], [-1.96, 1.11, 0.53], [-0.36, 1.79, 0.82], [-1.53, 0.30, -1.54], [-0.58, -0.80, 0.51], [2.06, -0.04, -0.77], [1.83, -1.52, 0.16], [2.43, 0.20, 3.05], [2.29, -1.40, 2.33], [3.50, -0.23, 1.71], [-0.30, -3.64, -1.65], [0.65, -3.20, -0.24], [-1.20, -3.01, 1.00], [-2.14, -2.51, -0.20], [0.13, 5.61, -0.83]],
  "nbo_charge": [-0.637, -0.424, -0.227, -0.005, 0.046, -0.092, -0.541, -0.238, -0.534, 0.092, -0.847, 0.217, 0.296, 0.171, 0.182, 0.225, 0.215, 0.178, 0.203, 0.155, 0.192, 0.151, 0.165, 0.171, 0.146, 0.349, 0.362, -0.972],
  "spin_multiplicity": 1,
  "total_charge": -1,
  "orbital_gap_ev": 6.19,
  "total_energy_ha": -3515.7938
}

---

{
  "formula": "C7H16BrN2",
  "method": "ωB97M-V with the def2-TZVPD basis set",
  "species": ["C", "C", "C", "C", "C", "C", "C", "N", "N", "Br", "H", "H", "H", "H", "H", "H", "H", "H", "H", "H", "H", "H", "H", "H", "H", "H"],
  "positions_angstrom": [[-0.45, 2.06, 0.56], [1.47, 3.09, -0.50], [-0.22, 0.64, 1.11], [0.77, -0.83, -0.58], [0.68, -2.03, -1.45], [-0.60, -1.70, 1.32], [-1.63, -0.48, -0.55], [0.49, 2.26, -0.64], [-0.40, -0.58, 0.33], [2.61, -0.93, 0.37], [-1.42, 2.36, 0.21], [-0.17, 2.60, 1.50], [1.83, 3.40, 0.48], [1.83, 3.25, -1.48], [0.74, 0.56, 1.60], [-1.06, 0.60, 1.84], [0.85, -3.04, -1.10], [1.41, -2.03, -2.24], [-0.16, -2.15, -2.05], [-0.63, -2.62, 0.83], [0.24, -1.66, 2.00], [-1.49, -1.41, 1.72], [-1.79, -1.46, -0.81], [-2.33, 0.03, 0.08], [-1.45, 0.02, -1.45], [0.87, 0.07, -1.09]],
  "nbo_charge": [-0.270, -0.033, -0.246, 0.007, -0.727, -0.379, -0.384, -0.455, -0.233, 0.012, 0.230, 0.213, 0.181, 0.210, 0.251, 0.225, 0.255, 0.277, 0.239, 0.230, 0.243, 0.214, 0.222, 0.229, 0.243, 0.244],
  "spin_multiplicity": 1,
  "total_charge": 1,
  "orbital_gap_ev": 10.50,
  "total_energy_ha": -2959.5067
}

---

{
  "formula": "C7H16Cl2N2O2PRuS",
  "method": "ωB97M-V with the def2-TZVPD basis set",
  "species": ["C", "C", "H", "H", "H", "O", "Cl", "Ru", "P", "C", "C", "H", "H", "H", "C", "H", "H", "H", "H", "H", "H", "C", "O", "Cl", "N", "C", "N", "S", "H", "H", "H", "H"],
  "positions_angstrom": [[-0.13, -4.21, -3.58], [-0.26, -3.21, -2.46], [-1.15, -4.51, -3.87], [0.47, -5.10, -3.29], [0.37, -3.75, -4.45], [-1.29, -2.80, -1.98], [1.36, -2.77, -1.92], [0.34, -0.49, 0.40], [0.13, 1.40, -0.65], [-1.28, 2.58, -0.52], [1.56, 2.53, -0.51], [0.85, -0.03, -2.43], [0.23, 1.56, -3.02], [-0.91, 0.28, -2.49], [0.07, 0.73, -2.33], [2.48, 1.92, -0.52], [1.50, 3.22, -1.37], [-1.14, 3.36, -1.29], [-1.26, 3.04, 0.48], [1.46, 3.09, 0.44], [-2.23, 2.04, -0.68], [-1.37, -0.28, 1.06], [-2.36, 0.01, 1.62], [2.65, -0.63, 0.01], [-0.24, -0.94, 4.21], [0.05, 0.31, 3.77], [-0.32, 1.36, 4.50], [1.12, 0.56, 2.40], [-0.18, -1.18, 5.24], [0.12, -1.69, 3.61], [-0.03, 2.28, 4.16], [-0.62, 1.31, 5.49]],
  "mulliken_spin": [0.004, -0.007, -0.001, 0.000, 0.001, 0.013, 0.029, 3.340, -0.018, 0.022, 0.059, -0.018, 0.018, 0.007, 0.067, -0.003, 0.009, 0.007, 0.003, 0.003, -0.003, 0.040, 0.199, 0.604, 0.045, -0.023, 0.039, 0.554, -0.001, 0.008, 0.006, -0.003],
  "spin_multiplicity": 6,
  "total_charge": 2,
  "orbital_gap_ev": [7.60, 5.04],
  "total_energy_ha": -2290.4278
}

---

{
  "formula": "C7H16IO5W",
  "method": "ωB97M-V with the def2-TZVPD basis set",
  "species": ["W", "C", "O", "C", "C", "O", "C", "C", "O", "C", "H", "H", "H", "H", "H", "H", "H", "H", "H", "H", "H", "H", "H", "H", "I", "C", "H", "H", "O", "O"],
  "positions_angstrom": [[-0.11, -0.65, -0.19], [2.30, -1.38, -1.51], [1.36, -0.29, -1.65], [1.96, 1.02, -1.48], [0.81, 1.96, -1.14], [0.15, 1.29, -0.02], [-0.56, 2.07, 0.99], [-0.67, 1.10, 2.17], [-1.16, -0.15, 1.61], [-1.12, -1.27, 2.53], [3.24, -1.16, -2.03], [1.85, -2.27, -1.99], [2.52, -1.57, -0.43], [2.47, 1.32, -2.40], [2.68, 0.99, -0.64], [0.09, 2.06, -1.97], [1.18, 2.96, -0.85], [-1.55, 2.35, 0.60], [0.00, 2.97, 1.27], [-1.37, 1.48, 2.92], [0.32, 0.94, 2.64], [-1.39, -0.95, 3.54], [-0.11, -1.72, 2.56], [-1.88, -1.99, 2.20], [-3.21, -2.41, -0.90], [-2.02, -0.61, -1.32], [-2.70, 0.21, -1.05], [-1.87, -0.61, -2.41], [-0.26, -2.33, -0.38], [-0.93, -3.36, -0.70]],
  "mulliken_spin": [1.382, 0.010, 0.003, 0.001, 0.001, -0.022, 0.002, -0.001, 0.010, 0.013, 0.003, 0.000, 0.003, -0.001, 0.002, -0.001, 0.001, -0.002, 0.000, -0.001, 0.002, 0.001, 0.001, 0.000, 0.780, -0.098, 0.035, 0.011, -0.143, 0.006],
  "spin_multiplicity": 3,
  "total_charge": 3,
  "orbital_gap_ev": [7.57, 7.23],
  "total_energy_ha": -1015.8805
}

---

{
  "formula": "C7H16N",
  "method": "ωB97M-V with the def2-TZVPD basis set",
  "species": ["C", "C", "C", "C", "C", "C", "C", "N", "H", "H", "H", "H", "H", "H", "H", "H", "H", "H", "H", "H", "H", "H", "H", "H"],
  "positions_angstrom": [[-2.70, -2.17, -0.50], [-2.89, -0.66, -0.46], [-2.21, 0.11, 0.73], [-0.63, 0.06, 0.76], [0.04, -0.95, 1.52], [0.10, 1.22, 0.28], [-0.39, 2.34, -0.58], [6.78, 0.33, -0.35], [-3.14, -2.56, -1.49], [-1.64, -2.63, -0.45], [-3.39, -2.67, 0.20], [-4.02, -0.46, -0.38], [-2.42, 1.21, 0.68], [-2.43, -0.28, 1.74], [1.06, -0.76, 1.50], [-0.42, -1.77, 1.92], [1.14, 1.21, 0.50], [6.44, 0.22, -1.40], [-0.82, 1.82, -1.50], [-1.10, 3.04, -0.10], [0.46, 2.82, -1.00], [-2.44, -0.16, -1.37], [7.33, 1.12, -0.27], [7.31, -0.43, 0.02]],
  "nbo_charge": [-0.648, -0.403, -0.424, -0.133, 0.010, 0.269, -0.730, -1.089, 0.245, 0.208, 0.228, 0.242, 0.221, 0.227, 0.206, 0.226, 0.208, 0.367, 0.287, 0.298, 0.260, 0.199, 0.356, 0.366],
  "spin_multiplicity": 1,
  "total_charge": 1,
  "orbital_gap_ev": 4.97,
  "total_energy_ha": -330.6901
}

---

{
  "formula": "C7H16N",
  "method": "ωB97M-V with the def2-TZVPD basis set",
  "species": ["C", "C", "C", "C", "C", "C", "C", "N", "H", "H", "H", "H", "H", "H", "H", "H", "H", "H", "H", "H", "H", "H", "H", "H"],
  "positions_angstrom": [[-0.50, 0.94, -0.92], [-0.24, 0.30, 0.43], [0.92, 0.58, -0.62], [-0.29, 0.78, 1.87], [2.04, 1.53, -0.36], [-2.34, -1.44, 0.30], [-0.93, -1.46, 0.42], [1.51, -0.65, -1.38], [-0.82, 0.26, -1.65], [-0.83, 1.91, -1.03], [-1.42, 0.88, 2.23], [0.10, 1.73, 1.96], [0.24, 0.05, 2.50], [1.72, 2.55, -0.01], [2.63, 1.76, -1.28], [2.71, 0.95, 0.31], [-2.87, -1.26, -0.75], [-2.75, -0.54, 0.75], [-2.70, -2.35, 0.70], [-0.37, -2.01, -0.33], [-0.59, -1.69, 1.44], [0.96, -1.50, -1.23], [2.45, -0.96, -1.00], [1.38, -0.36, -2.35]],
  "nbo_charge": [-0.437, 0.024, 0.093, -0.633, -0.647, -0.661, -0.319, -0.705, 0.211, 0.246, 0.241, 0.224, 0.231, 0.269, 0.231, 0.219, 0.221, 0.231, 0.243, 0.148, 0.221, 0.439, 0.457, 0.454],
  "spin_multiplicity": 1,
  "total_charge": 1,
  "orbital_gap_ev": 10.11,
  "total_energy_ha": -330.7103
}

---

{
  "formula": "C7H16N2",
  "method": "ωB97M-V with the def2-TZVPD basis set",
  "species": ["C", "C", "C", "N", "H", "H", "H", "H", "H", "H", "H", "C", "C", "C", "N", "C", "H", "H", "H", "H", "H", "H", "H", "H", "H"],
  "positions_angstrom": [[-2.28, -0.21, 0.73], [-2.24, -0.91, -0.61], [-1.09, 0.84, 0.98], [-1.39, 2.07, 0.82], [-0.59, 2.69, 0.88], [-0.54, 0.43, 1.83], [-2.38, -0.92, 1.56], [-3.17, 0.43, 0.75], [-2.03, -0.20, -1.41], [-3.20, -1.38, -0.82], [-1.55, -1.76, -0.61], [1.36, -1.39, -0.83], [2.48, -0.28, 1.15], [1.50, -0.17, 0.03], [0.45, 1.40, -1.57], [0.99, 1.06, -0.32], [0.45, 0.64, -2.25], [-0.48, 1.80, -1.59], [1.50, 1.92, 0.10], [2.21, -1.49, -1.51], [1.32, -2.28, -0.20], [3.49, -0.44, 0.77], [2.50, 0.63, 1.75], [2.23, -1.11, 1.82], [0.47, -1.35, -1.44]],
  "nbo_charge": [-0.461, -0.609, 0.174, -0.677, 0.340, 0.155, 0.200, 0.218, 0.205, 0.211, 0.200, -0.657, -0.634, -0.018, -0.838, -0.035, 0.362, 0.380, 0.194, 0.221, 0.216, 0.216, 0.215, 0.207, 0.215],
  "spin_multiplicity": 1,
  "total_charge": 0,
  "orbital_gap_ev": 9.01,
  "total_energy_ha": -385.7276
}